Record 1
{
  "formula": "C27H48BFN15O3S2",
  "method": "ωB97M-V/def2-TZVPD",
  "multiplicity": 1,
  "charge": 1,
  "max_force_ev_per_a": 1.5,
  "total_energy_ev": -82327.27891,
  "symbols": ["C", "B", "O", "S", "C", "C", "N", "N", "N", "S", "O", "O", "F", "H", "H", "H", "H", "H", "H", "H", "H", "H", "H", "H", "H", "C", "C", "N", "H", "H", "H", "C", "C", "N", "H", "H", "H", "C", "C", "N", "H", "H", "H", "C", "C", "N", "H", "H", "H", "C", "C", "N", "H", "H", "H", "C", "C", "N", "H", "H", "H", "C", "C", "N", "H", "H", "H", "C", "C", "N", "H", "H", "H", "C", "C", "N", "H", "H", "H", "C", "C", "N", "H", "H", "H", "C", "C", "N", "H", "H", "H", "C", "C", "N", "H", "H", "H"],
  "positions_angstrom": [[-1.2056, 0.8046, -0.7201], [0.2172, 1.1923, -1.1647], [0.5643, 1.8378, -2.2804], [1.8263, 0.6014, -0.1299], [2.4556, 1.8893, 0.9951], [1.7373, 3.2145, 0.8247], [0.3011, 2.9791, 1.0003], [1.9792, 3.7563, -0.5001], [2.3579, 4.0933, 1.8183], [0.9589, -0.7725, 1.2017], [0.3591, -1.7752, 0.4066], [0.2386, -0.0622, 2.1921], [2.2470, -1.3434, 1.8319], [-1.8605, 1.6253, -1.0174], [-1.5333, -0.0714, -1.2844], [-1.3159, 0.6392, 0.3468], [1.3042, 1.4616, -2.7829], [2.2996, 1.4974, 2.0039], [3.5246, 2.0106, 0.8436], [-0.1763, 3.8364, 1.2455], [0.1391, 2.3049, 1.7419], [2.1504, 4.7506, -0.4446], [2.7836, 3.3320, -0.9467], [1.8768, 4.9820, 1.8723], [2.4165, 3.6835, 2.7412], [-3.9414, -2.3235, 0.0553], [-4.0837, -1.1350, -0.7728], [-4.1950, -0.1647, -1.3768], [-4.6404, -3.0941, -0.2652], [-2.9288, -2.7183, -0.0202], [-4.1497, -2.0719, 1.0959], [-6.5810, 1.0988, -3.3776], [-7.8982, 1.7034, -3.2399], [-8.9355, 2.1750, -3.1084], [-6.3243, 0.5310, -2.4872], [-6.5530, 0.4258, -4.2334], [-5.8204, 1.8654, -3.5157], [6.6192, 0.3360, -1.1252], [5.3212, 0.9566, -1.3162], [4.3167, 1.4649, -1.5411], [7.1871, 0.3436, -2.0520], [7.1976, 0.8588, -0.3643], [6.5043, -0.7035, -0.8223], [-0.4171, -2.8873, 3.8809], [-1.6047, -3.4323, 4.5220], [-2.5467, -3.7842, 5.0738], [0.3876, -2.7787, 4.6082], [-0.0687, -3.5399, 3.0806], [-0.6432, -1.9065, 3.4704], [5.6177, -1.4744, -4.5023], [6.8930, -1.6497, -3.8239], [7.8952, -1.7279, -3.2683], [5.6854, -1.7715, -5.5465], [4.8377, -2.0676, -4.0284], [5.2980, -0.4353, -4.4759], [4.1451, -3.8116, -7.6133], [3.8751, -2.3825, -7.5287], [3.6635, -1.2565, -7.4665], [5.1803, -3.9847, -7.9027], [3.9666, -4.2897, -6.6515], [3.4971, -4.2738, -8.3556], [-1.4536, -0.0627, 6.3347], [-0.3465, 0.5571, 5.6188], [0.5219, 1.0419, 5.0447], [-1.4318, 0.2003, 7.3905], [-2.4059, 0.2611, 5.9172], [-1.3948, -1.1466, 6.2488], [3.4759, 2.0824, 6.0482], [3.6074, 3.2674, 5.2133], [3.7175, 4.2166, 4.5758], [2.9219, 1.3080, 5.5244], [4.4583, 1.7002, 6.3217], [2.9312, 2.3275, 6.9582], [1.9476, 2.2221, -6.0442], [2.5092, 1.1993, -5.1801], [2.9748, 0.3770, -4.5283], [1.5372, 1.7637, -6.9417], [1.1479, 2.7570, -5.5434], [2.7240, 2.9281, -6.3374], [-3.1726, 1.4223, -3.6075], [-2.0042, 1.6542, -4.4443], [-1.0926, 1.8490, -5.1128], [-4.0202, 1.9935, -3.9822], [-3.4373, 0.3663, -3.6111], [-2.9721, 1.7302, -2.5825], [-6.5888, 1.2348, 1.0730], [-5.8227, 0.4456, 2.0271], [-5.1999, -0.1842, 2.7575], [-7.0270, 0.5916, 0.3116], [-7.3937, 1.7706, 1.5728], [-5.9436, 1.9594, 0.5790], [-3.7896, -6.5969, 7.0368], [-5.0062, -7.0042, 7.7247], [-5.9654, -7.3222, 8.2674], [-2.9663, -6.5038, 7.7433], [-3.5147, -7.3321, 6.2823], [-3.9278, -5.6360, 6.5436]],
  "forces_ev_per_a": [[0.242, 0.009, 0.059], [-0.597, 1.312, -0.385], [-0.155, -1.164, 0.372], [1.001, -0.810, -0.153], [-0.103, -0.072, 0.441], [0.270, 1.004, 0.415], [0.123, -0.672, -0.364], [-0.215, -0.205, -0.062], [0.017, -0.536, -0.378], [-0.845, 0.633, -0.517], [0.228, -0.175, -0.009], [0.273, -0.149, 0.318], [0.149, -0.002, 0.134], [0.095, -0.011, 0.138], [-0.009, -0.060, 0.072], [-0.159, -0.086, -0.018], [0.364, 0.409, -0.129], [-0.109, 0.034, -0.027], [-0.047, -0.190, -0.358], [-0.090, 0.048, -0.160], [-0.063, 0.255, 0.263], [0.022, 0.031, -0.043], [0.115, 0.115, 0.055], [0.049, 0.048, 0.081], [-0.102, 0.210, 0.169], [0.018, -0.173, 0.084], [-0.069, 0.036, 0.227], [-0.173, -0.213, 0.206], [-0.010, 0.023, -0.034], [0.007, 0.036, -0.045], [-0.026, 0.073, -0.026], [0.085, -0.049, -0.063], [-0.038, -0.005, 0.029], [0.014, 0.009, 0.015], [-0.015, 0.006, 0.033], [-0.066, 0.025, -0.030], [-0.285, 0.014, 0.051], [0.254, -0.135, 0.223], [0.132, 0.142, -0.312], [-0.186, 0.047, 0.250], [-0.057, 0.049, -0.046], [-0.116, 0.069, 0.017], [-0.031, 0.006, -0.017], [0.195, -0.057, -0.083], [-0.027, 0.146, 0.135], [0.001, -0.117, -0.038], [-0.039, -0.032, 0.033], [-0.072, -0.036, 0.014], [-0.072, 0.032, 0.015], [-0.152, -0.082, -0.148], [0.068, 0.079, -0.021], [-0.073, -0.085, -0.024], [0.097, 0.013, 0.008], [0.036, -0.017, 0.054], [0.051, 0.017, 0.041], [0.033, -0.155, -0.015], [-0.045, 0.017, -0.063], [0.010, 0.013, 0.028], [0.002, 0.044, -0.005], [-0.012, 0.040, 0.013], [-0.016, 0.042, -0.008], [-0.150, -0.096, 0.055], [-0.003, 0.064, 0.002], [-0.039, -0.064, -0.039], [0.086, 0.057, -0.017], [0.034, 0.027, -0.055], [-0.003, -0.014, -0.001], [0.085, -0.169, 0.146], [0.032, 0.084, 0.072], [-0.071, -0.141, 0.001], [-0.033, 0.044, -0.045], [0.027, 0.077, -0.022], [-0.004, 0.050, -0.013], [0.091, 0.247, -0.261], [-0.030, 0.043, -0.207], [-0.190, -0.001, 0.447], [0.000, -0.079, 0.035], [-0.064, -0.050, 0.078], [0.058, -0.068, 0.032], [0.073, 0.074, -0.144], [-0.027, 0.119, -0.124], [-0.001, -0.075, 0.069], [0.241, 0.022, -0.089], [0.056, 0.109, 0.020], [-0.105, -0.070, -0.235], [-0.158, 0.150, -0.114], [0.058, -0.031, -0.068], [0.076, -0.012, -0.056], [0.014, -0.056, 0.041], [0.020, -0.034, 0.060], [0.047, -0.026, 0.035], [0.163, 0.093, -0.119], [-0.014, -0.005, 0.015], [-0.014, -0.002, 0.002], [-0.042, -0.025, 0.046], [-0.050, -0.039, 0.024], [-0.041, -0.003, 0.019]],
  "mulliken_charge": [-0.8849, 0.6511, -0.2880, 0.0018, -1.1742, 0.4997, -0.2899, -0.3183, -0.6090, 1.0127, -0.4679, -0.5522, -0.1716, 0.1383, 0.4369, 0.2965, 0.0789, 0.5740, 0.5709, 0.3343, -0.0147, 0.3024, 0.1516, 0.2820, 0.0624, -0.8750, 0.3386, -0.1938, 0.3376, 0.2455, 0.2136, -0.1302, 0.1458, -0.3764, -0.0088, 0.3832, -0.0353, -1.2361, 0.5637, -0.3220, 0.3065, 0.3835, 0.3145, -0.3980, 0.1548, -0.3756, 0.3392, 0.4488, -0.1098, -0.3859, 0.2622, -0.4626, 0.1391, 0.2968, 0.1329, -0.8752, 0.3848, -0.3666, 0.2913, 0.2754, 0.3367, -0.8042, 0.3866, -0.3662, 0.3336, 0.2857, 0.1694, -0.6362, 0.4321, -0.4480, 0.1144, 0.3169, 0.2562, -0.8651, 0.4395, -0.4131, 0.3106, 0.3021, 0.3284, -0.6734, 0.2820, -0.3807, 0.2648, 0.3435, 0.2309, -0.7552, 0.3896, -0.4378, 0.2098, 0.3658, 0.2342, -0.5884, 0.2650, -0.3419, 0.2555, 0.2582, 0.1697]
}

Record 2
{
  "formula": "C27H48Br2Cl4F2I2LiN2O6PS",
  "method": "ωB97M-V/def2-TZVPD",
  "multiplicity": 1,
  "max_force_ev_per_a": 7.8,
  "total_energy_ev": -276176.77651,
  "symbols": ["C", "C", "C", "N", "C", "C", "C", "I", "C", "C", "I", "C", "Br", "C", "C", "Cl", "C", "C", "Cl", "C", "N", "C", "C", "C", "F", "H", "H", "H", "H", "H", "H", "H", "H", "H", "H", "H", "H", "H", "H", "H", "H", "H", "H", "H", "H", "H", "O", "P", "O", "C", "C", "O", "C", "C", "O", "C", "C", "H", "H", "H", "H", "H", "H", "H", "H", "H", "H", "H", "H", "H", "H", "H", "C", "S", "O", "C", "H", "H", "H", "H", "H", "H", "Cl", "C", "C", "Cl", "H", "H", "H", "H", "Br", "O", "H", "H", "Li", "F"],
  "positions_angstrom": [[-1.6259, -2.7203, 3.0952], [-0.4567, -3.3207, 2.3335], [0.9114, -2.7165, 2.6932], [-0.6507, -4.2323, 1.4471], [0.3088, -4.3222, 0.4710], [1.1497, -5.4852, 0.4306], [1.0227, -6.6607, 1.3870], [1.1850, -6.1487, 3.4782], [-0.3385, -7.4615, 1.0828], [-0.8528, -7.2413, -0.3539], [-1.8846, -7.1571, 2.5549], [2.1058, -5.5109, -0.5762], [3.3047, -6.9770, -0.8225], [2.2432, -4.4373, -1.5334], [3.2474, -4.4942, -2.6267], [4.9710, -4.2371, -2.2459], [2.9633, -4.7409, -3.9139], [4.0631, -4.7493, -4.9608], [1.2914, -5.0149, -4.3654], [1.3887, -3.3924, -1.4095], [0.4409, -3.3399, -0.4410], [-0.4475, -2.1547, -0.4521], [-1.9448, -2.5088, -0.6383], [-2.4373, -2.1980, -2.0637], [-2.6495, -1.6295, 0.2133], [-1.4930, -1.6224, 3.0044], [-1.5804, -2.9427, 4.1722], [-2.5898, -2.9540, 2.6300], [1.0800, -1.7555, 2.1751], [1.7396, -3.4083, 2.5029], [0.8687, -2.5112, 3.7748], [1.8183, -7.3928, 1.2136], [-0.0883, -8.5327, 1.1709], [-0.0374, -7.2334, -1.1036], [-1.4775, -8.1118, -0.6154], [-1.4740, -6.3363, -0.4674], [4.8797, -5.4490, -4.6984], [4.4353, -3.6933, -5.0033], [3.7003, -5.0582, -5.9454], [1.4627, -2.5767, -2.1310], [-0.2516, -1.5813, 0.4652], [-0.1609, -1.5147, -1.2986], [-2.2091, -3.5295, -0.3270], [-2.0774, -2.9785, -2.7497], [-2.1045, -1.1898, -2.3623], [-3.5369, -2.1462, -2.0248], [-0.6055, 4.0245, 0.2356], [-1.2654, 3.6602, -1.0562], [-1.5641, 2.0650, -0.8526], [-2.6277, 1.6698, 0.0171], [-3.9912, 1.9560, -0.5841], [0.0638, 3.5600, -2.0216], [1.2958, 4.1762, -1.6399], [2.2002, 3.1940, -0.9238], [-2.2016, 3.7207, -2.4289], [-2.6788, 5.0213, -2.8384], [-1.5517, 5.9682, -3.2070], [-2.5200, 2.1646, 0.9872], [-2.5187, 0.5989, 0.1761], [-4.1687, 3.0305, -0.6625], [-4.7802, 1.5287, 0.0354], [-4.0660, 1.5393, -1.5895], [1.1112, 5.0614, -1.0308], [1.7838, 4.5201, -2.5547], [1.6722, 2.6338, -0.1515], [3.0407, 3.7124, -0.4629], [2.5926, 2.4560, -1.6302], [-3.2917, 5.4464, -2.0393], [-3.3246, 4.8616, -3.7012], [-0.9506, 6.2304, -2.3307], [-1.9508, 6.8922, -3.6272], [-0.8814, 5.5086, -3.9329], [3.5649, 7.1461, 3.0759], [2.7684, 5.6928, 2.3801], [3.5268, 5.3171, 1.1514], [1.2707, 6.5333, 1.8499], [4.5498, 6.8560, 3.4390], [3.6700, 7.9148, 2.3074], [2.9685, 7.5220, 3.9083], [1.5254, 7.3409, 1.1619], [0.7497, 6.9298, 2.7219], [0.6331, 5.8073, 1.3447], [-3.9621, 4.4310, 5.3514], [-4.5598, 2.8569, 4.7700], [-4.1107, 2.5642, 3.3598], [-4.8915, 3.6357, 2.1681], [-5.6447, 2.8571, 4.8510], [-4.1663, 2.0988, 5.4462], [-4.3802, 1.5423, 3.0915], [-3.0326, 2.6715, 3.2541], [-1.0449, -9.5841, 3.8536], [4.0150, 9.5689, 1.0124], [4.4439, 10.3885, 1.2804], [4.0040, 9.6117, 0.0503], [6.0935, -2.1999, -3.1834], [4.8275, -7.0212, -5.8038]],
  "forces_ev_per_a": [[0.439, 0.186, -0.336], [-0.312, 0.430, 0.665], [-0.640, -0.117, 0.041], [0.495, 1.875, -0.941], [0.444, -2.116, 1.404], [0.889, 0.117, -0.377], [-1.710, -0.226, -0.235], [0.986, -0.174, -0.213], [0.565, -0.045, 0.084], [-0.270, -0.390, -0.062], [-1.125, 1.834, -1.854], [0.280, 0.125, -0.389], [-0.512, 0.499, 0.145], [0.586, -0.875, 0.937], [-0.945, 0.149, -0.376], [-0.242, 0.275, 0.388], [0.895, 0.049, -0.328], [-0.867, 0.744, 0.134], [0.868, 0.051, 0.130], [0.602, -0.044, -0.689], [-0.218, 0.622, -0.682], [-0.211, 0.012, 0.137], [-0.356, 0.708, -0.368], [-0.022, 0.066, 0.758], [0.209, -0.349, 0.030], [-0.028, -0.401, 0.106], [-0.118, -0.143, -0.379], [0.307, -0.285, 0.344], [-0.111, -0.293, 0.173], [-0.254, 0.211, -0.057], [0.212, 0.012, -0.377], [-0.123, 0.582, 0.100], [-0.144, 0.446, 0.387], [-0.202, 0.055, 0.381], [0.075, 0.451, 0.125], [0.303, -0.256, 0.100], [-0.437, -0.192, -0.424], [-0.100, -0.369, -0.136], [0.216, -0.021, 0.344], [-0.349, -0.144, 0.423], [-0.460, -0.189, -0.273], [0.172, -0.325, 0.354], [0.275, 0.307, -0.041], [-0.232, 0.367, 0.013], [0.088, -0.445, -0.018], [0.390, -0.391, -0.219], [-2.804, 2.328, 0.119], [4.856, -5.546, -2.512], [-0.393, 0.606, -0.004], [-0.313, -0.109, 0.065], [0.007, 0.044, -0.141], [-0.518, 0.675, -0.061], [0.266, -0.191, 0.248], [0.258, -0.239, -0.112], [-1.065, 2.091, 2.413], [-0.050, 0.355, -0.315], [0.189, -0.062, 0.115], [0.060, 0.043, -0.041], [0.132, 0.058, -0.056], [-0.076, -0.039, 0.049], [0.026, 0.031, 0.012], [0.053, -0.066, 0.039], [0.002, -0.098, 0.098], [-0.162, -0.065, -0.090], [-0.123, 0.220, 0.080], [-0.055, 0.020, 0.028], [-0.049, 0.037, -0.062], [-0.069, -0.009, -0.074], [0.023, -0.208, 0.073], [-0.027, 0.037, -0.021], [-0.055, -0.034, 0.032], [-0.063, -0.008, -0.023], [0.088, 0.148, -0.058], [-0.071, 0.002, 0.124], [-0.011, 0.144, -0.001], [-0.100, 0.026, -0.161], [-0.046, -0.102, -0.010], [-0.035, -0.166, 0.070], [-0.028, -0.079, 0.005], [0.101, -0.001, 0.049], [0.033, -0.032, 0.020], [0.045, -0.068, 0.066], [-0.020, 0.014, -0.018], [-0.032, -0.102, 0.069], [0.062, -0.155, 0.018], [0.002, 0.109, 0.107], [0.030, 0.074, -0.051], [0.047, 0.008, -0.056], [-0.065, 0.028, 0.037], [-0.039, 0.117, 0.023], [0.910, -1.885, 0.832], [0.041, 0.247, -0.174], [-0.021, -0.029, 0.054], [-0.011, -0.089, 0.016], [-0.348, -0.587, -0.004], [0.109, 0.128, 0.250]],
  "mulliken_charge": [-1.4189, 0.7363, -1.1760, 0.3379, -0.3361, 0.6458, -1.9681, 0.1741, -0.6239, -1.0015, 0.1017, 0.9343, -0.0708, 0.4559, -1.1848, -0.3402, 0.4646, -1.1017, -0.1311, 0.3209, 0.5624, -1.2788, 0.8746, -1.5887, -0.3178, 0.3434, 0.4061, 0.2970, 0.3309, 0.2978, 0.4198, 0.6894, 0.6952, 0.3053, 0.4410, 0.1434, 0.4809, 0.0736, 0.3620, 0.4432, -0.1439, 0.6619, 0.3168, 0.3853, 0.3262, 0.3950, -0.9081, 1.0453, -0.0880, 0.7715, -1.3013, -0.4128, -0.0743, -1.0905, -0.3472, -0.3177, -1.0012, -0.1096, -0.1961, 0.2823, 0.4182, 0.3087, 0.1076, 0.4020, 0.2262, 0.3356, 0.3002, 0.2995, 0.3651, 0.2511, 0.4392, 0.2353, -0.6531, 0.4956, -0.6298, -0.4536, 0.3395, 0.0467, 0.3581, 0.2531, 0.4399, -0.1221, -0.1885, -0.5498, -0.3625, -0.1743, 0.3396, 0.3496, 0.3039, 0.2976, -0.7741, -0.6229, 0.2832, 0.2997, 0.9352, -0.8922]
}